DFT (ωB97M-V/def2-TZVPD) results for a single C2H4N2O2 molecule.

Structure (ORCA input):
```
! wB97M-V def2-TZVPD RIJCOSX def2/J DEFGRID3
* xyz 0 1
H 2.77289 -0.10056 0.61920
C 0.74267 -0.32337 0.43911
O 0.56852 -1.09471 1.36491
H 2.03115 0.83890 -0.65051
N 1.96610 0.13390 0.06225
N -0.28217 0.17459 -0.41058
C -1.47183 -0.02448 -0.00140
H -2.07430 0.56228 -1.60778
O -2.50533 0.27834 -0.78005
H -1.74770 -0.44488 0.96484
*
```

- ΔE to the lowest compared entry with this formula, charge and spin: 14.40 kcal/mol
- F_max: 0.008 hartree/bohr
- Lowest unoccupied orbital energy: 0.9 eV
- E_tot: -338.63025 a.u.
- SMILES: NC(=O)/N=C/O
- HOMO-LUMO gap: 10.88 eV


DFT (ωB97M-V/def2-TZVPD) results for a molecular structure, C2H4N2O2 in a non-equilibrium geometry.

Structure (ORCA input):
```
! wB97M-V def2-TZVPD RIJCOSX def2/J DEFGRID3
* xyz 0 1
C 1.20669 0.18490 -0.04850
H 1.70127 -1.29320 0.15095
H 0.32513 2.21005 -0.07224
O 2.45603 0.33103 0.19456
C 0.09639 1.11527 -0.25447
N -1.57819 -0.47945 0.21341
H -1.14163 -1.38798 0.59221
N -1.12041 0.86307 -0.05740
H -2.79173 -0.45577 -0.35256
O 0.84647 -1.08790 -0.36597
*
```

- ΔE to the lowest compared entry with this formula, charge and spin: 126.86 kcal/mol
- F_max: 0.119 hartree/bohr
- Lowest unoccupied orbital energy: -0.2 eV
- E_tot: -338.45104 a.u.
- HOMO-LUMO gap: 9.18 eV


DFT (ωB97M-V/def2-TZVPD) results for a single C2H4N2O2 molecule in a non-equilibrium geometry.

Structure (ORCA input):
```
! wB97M-V def2-TZVPD RIJCOSX def2/J DEFGRID3
* xyz 0 1
H -0.29643 -1.41418 -1.34729
C -1.09058 0.72732 2.10251
N -0.25538 0.69017 1.09324
C 0.05439 -0.43454 -0.81044
N 1.19977 0.08640 -1.12246
H 2.41697 -0.18645 -2.71148
O 1.56712 -0.70293 -2.24356
H -1.96342 0.11461 2.01575
O -0.75808 -0.31518 0.19374
H -0.87437 1.43478 2.82998
*
```

- ΔE to the lowest compared entry with this formula, charge and spin: 144.26 kcal/mol
- F_max: 0.100 hartree/bohr
- Lowest unoccupied orbital energy: 0.7 eV
- E_tot: -338.42330 a.u.
- SMILES: C=NO/C=N/O
- HOMO-LUMO gap: 9.64 eV